No. 1
Here is the molecule C3H9O2PS in a non-equilibrium geometry from OMol25. Energies are from ωB97M-V with the def2-TZVPD basis set.

Cartesian coordinates (Å):
C (0.953, 2.084, -0.370)
C (1.457, -0.816, -0.256)
C (-2.365, -1.137, 0.819)
O (-1.340, -0.184, -1.358)
O (-2.220, 1.493, 0.322)
P (0.753, 0.574, 0.746)
S (-1.489, 0.258, -0.024)
H (0.846, 2.913, 0.170)
H (0.204, 1.960, -1.217)
H (1.904, 2.084, -0.770)
H (0.808, -1.593, -0.277)
H (2.391, -1.086, 0.193)
H (1.555, -0.523, -1.280)
H (-2.548, -0.923, 1.837)
H (-3.230, -1.321, 0.239)
H (-1.713, -1.915, 0.830)

Its SMILES is CP(C)S(C)(=O)=O. The energy above the lowest of the compared OMol25 structures with the same formula, charge and spin comes out at 249.69 kJ/mol. As for the multiplicity: 1. The calculation puts the LUMO energy at 0.35 eV. The value obtained for the HOMO-LUMO gap is 9.46 eV.

Results of the natural (NBO) charge analysis, in e, for atoms 1 through 5: number 1, C, carries -0.892; number 2, C, carries -0.931; number 3, C, carries -0.808; number 4, O, carries -0.965; number 5, O, carries -0.946



No. 2
Here is the molecule C3H9O2PS3 in a non-equilibrium geometry from OMol25. Energies are from ωB97M-V with the def2-TZVPD basis set.

Cartesian coordinates (Å):
C (-1.306, -1.686, 2.378)
C (-0.089, -1.368, 1.556)
C (0.879, -0.912, -1.036)
O (-0.231, 2.599, -0.320)
O (-0.359, 1.373, -2.422)
P (0.697, 2.126, -1.465)
S (1.860, 0.613, -0.609)
S (-0.700, -0.927, -0.089)
S (1.527, 3.552, -2.453)
H (-1.151, -2.096, 3.407)
H (-1.752, -0.685, 2.655)
H (-1.916, -2.349, 1.840)
H (0.565, -2.145, 1.407)
H (0.632, -0.450, 2.036)
H (0.561, -0.639, -2.094)
H (1.609, -1.765, -0.781)
H (-0.510, 3.436, -0.612)
H (-0.315, 1.322, -3.399)

As for the multiplicity: 3. The expectation value of S² is 2.009. The calculation puts the LUMO energy (spin up / spin down) at 0.53 / -3.56 eV. The value obtained for the HOMO-LUMO gap (spin up / spin down) is 4.70 / 5.14 eV.

Results of the natural (NBO) charge analysis, in e, for atoms 1 through 5: number 1, C, carries -0.640; number 2, C, carries -0.555; number 3, C, carries -0.896; number 4, O, carries -0.976; number 5, O, carries -1.060



No. 3
Here is a structure of composition C3H9O2S from OMol25. Energies are from ωB97M-V with the def2-TZVPD basis set.

Cartesian coordinates (Å):
C (0.693, 0.028, 1.212)
O (1.417, -0.895, 0.491)
C (-0.809, 0.053, 0.852)
C (-0.980, -0.155, -0.646)
S (-2.715, -0.317, -1.178)
H (1.068, 1.045, 1.074)
H (0.815, -0.141, 2.295)
H (-1.400, -0.669, 1.418)
H (-1.206, 1.046, 1.101)
H (-0.419, -1.032, -0.948)
H (-0.539, 0.672, -1.202)
H (-3.103, 0.872, -0.736)
H (3.134, -0.206, -1.659)
H (1.822, -0.412, -0.476)
O (2.224, 0.110, -1.596)

Its net charge is -1. The energy above the lowest of the compared OMol25 structures with the same formula, charge and spin comes out at 35.26 kJ/mol. As for the multiplicity: 1. The calculation puts the LUMO energy at 3.22 eV. The value obtained for the HOMO-LUMO gap is 7.15 eV.

Results of the natural (NBO) charge analysis, in e, for atoms 1 through 5: number 1, C, carries -0.038; number 2, O, carries -0.842; number 3, C, carries -0.431; number 4, C, carries -0.511; number 5, S, carries -0.094



No. 4
Here is the ion C3H9O2S with charge +1 in a non-equilibrium geometry from OMol25. Energies are from ωB97M-V with the def2-TZVPD basis set.

Cartesian coordinates (Å):
C (2.441, 0.501, 0.183)
C (-1.380, 1.678, -0.222)
C (-1.174, -1.334, 0.004)
O (-0.304, 0.198, 1.798)
O (1.360, -0.067, -0.479)
S (-0.436, 0.246, 0.403)
H (3.325, -0.134, 0.082)
H (2.224, 0.556, 1.276)
H (2.679, 1.544, -0.092)
H (-1.137, 1.648, -1.389)
H (-0.997, 2.535, 0.291)
H (-2.340, 1.429, 0.144)
H (-1.122, -1.493, -1.046)
H (-2.252, -1.438, 0.523)
H (-0.594, -1.924, 0.627)

Its net charge is +1. The energy above the lowest of the compared OMol25 structures with the same formula, charge and spin comes out at 290.85 kJ/mol. As for the multiplicity: 1. The calculation puts the LUMO energy at -6.06 eV. The value obtained for the HOMO-LUMO gap is 9.29 eV.

Results of the natural (NBO) charge analysis, in e, for atoms 1 through 5: number 1, C, carries -0.293; number 2, C, carries -0.772; number 3, C, carries -0.809; number 4, O, carries -0.815; number 5, O, carries -0.553



No. 5
Here is a cluster of 2 separate species, C3H9O3 in total in a non-equilibrium geometry from OMol25. Energies are from ωB97M-V with the def2-TZVPD basis set.

Cartesian coordinates (Å):
C (0.322, -0.721, -0.413)
O (0.949, 0.469, -0.730)
C (-0.628, -0.570, 0.812)
C (-1.357, 0.751, 0.795)
O (-2.698, 0.636, 1.338)
H (-0.293, -0.901, -1.318)
H (1.016, -1.542, -0.143)
H (0.011, -0.706, 1.684)
H (-1.293, -1.442, 0.763)
H (-0.955, 1.539, 1.422)
H (-1.384, 1.087, -0.239)
H (-2.977, -0.266, 1.168)
H (3.736, 0.133, -1.660)
H (2.345, 0.668, -1.483)
O (3.206, 0.864, -1.994)

Its net charge is -1. The energy above the lowest of the compared OMol25 structures with the same formula, charge and spin comes out at 52.33 kJ/mol. As for the multiplicity: 1. The calculation puts the LUMO energy at 3.81 eV. The value obtained for the HOMO-LUMO gap is 6.87 eV.

Results of the natural (NBO) charge analysis, in e, for atoms 1 through 5: number 1, C, carries -0.026; number 2, O, carries -0.975; number 3, C, carries -0.462; number 4, C, carries -0.062; number 5, O, carries -0.754



No. 6
Here is a structure of composition C3H9O3 in a non-equilibrium geometry from OMol25. Energies are from ωB97M-V with the def2-TZVPD basis set.

Cartesian coordinates (Å):
C (0.259, 0.669, 0.075)
O (0.526, -0.239, 1.212)
C (0.316, -0.066, -1.251)
C (-0.322, -1.487, -1.245)
O (0.127, -2.178, -0.140)
H (-0.591, 1.336, 0.226)
H (1.182, 1.264, 0.192)
H (1.365, -0.135, -1.572)
H (-0.013, 0.554, -2.099)
H (-1.427, -1.438, -1.277)
H (-0.012, -2.010, -2.164)
H (0.292, -1.224, 0.692)
H (-1.098, 2.193, 2.240)
H (-0.108, 1.005, 2.285)
O (-0.495, 1.755, 2.825)

Its net charge is -1. The energy above the lowest of the compared OMol25 structures with the same formula, charge and spin comes out at 42.58 kJ/mol. As for the multiplicity: 1. The calculation puts the LUMO energy at 4.09 eV. The value obtained for the HOMO-LUMO gap is 7.74 eV.

Results of the natural (NBO) charge analysis, in e, for atoms 1 through 5: number 1, C, carries -0.089; number 2, O, carries -0.862; number 3, C, carries -0.459; number 4, C, carries -0.032; number 5, O, carries -0.880



No. 7
Here is a cluster of 2 separate species, C3H9O3 in total in a non-equilibrium geometry from OMol25. Energies are from ωB97M-V with the def2-TZVPD basis set.

Cartesian coordinates (Å):
C (-0.709, 0.205, -0.006)
C (0.318, -0.779, 0.608)
O (0.768, -1.993, -0.068)
C (-1.557, 0.882, 1.134)
O (-2.190, 2.000, 0.764)
H (-0.133, 0.919, -0.596)
H (-1.483, -0.268, -0.654)
H (0.007, -1.291, 1.571)
H (1.237, -0.146, 0.824)
H (0.085, -2.025, -0.758)
H (-0.780, 0.916, 1.998)
H (-2.341, 0.135, 1.453)
H (2.394, 0.865, -2.000)
H (2.131, -0.449, -1.366)
O (2.743, -0.070, -2.057)

The energy above the lowest of the compared OMol25 structures with the same formula, charge and spin comes out at 100.78 kJ/mol. As for the multiplicity: 2. The expectation value of S² is 0.754. The calculation puts the LUMO energy (spin up / spin down) at 0.63 / -2.10 eV. The value obtained for the HOMO-LUMO gap (spin up / spin down) is 11.41 / 8.39 eV.

Results of the natural (NBO) charge analysis, in e, for atoms 1 through 5: number 1, C, carries -0.473; number 2, C, carries -0.100; number 3, O, carries -0.712; number 4, C, carries -0.127; number 5, O, carries -0.251



No. 8
Here is a structure of composition C3H9O3Pm in a non-equilibrium geometry from OMol25. Energies are from ωB97M-V with the def2-TZVPD basis set.

Cartesian coordinates (Å):
O (-1.671, 0.707, -3.299)
H (-0.824, -0.109, -3.227)
H (-2.423, 0.253, -3.686)
C (-0.053, 0.858, 2.445)
O (0.005, 0.500, 1.068)
C (0.878, -0.596, 0.761)
C (0.908, -0.882, -0.728)
H (-0.683, 1.750, 2.521)
H (-0.496, 0.039, 3.029)
H (0.962, 1.070, 2.804)
H (0.483, -1.472, 1.300)
H (1.880, -0.294, 1.100)
H (1.790, -0.358, -1.142)
H (0.981, -1.977, -0.842)
Pm (-1.532, 0.960, -0.651)
O (-0.205, -0.447, -1.455)

Its net charge is +2. As for the multiplicity: 5. The expectation value of S² is 6.031. The calculation puts the LUMO energy (spin up / spin down) at -11.48 / -9.49 eV. The value obtained for the HOMO-LUMO gap (spin up / spin down) is 7.31 / 9.39 eV.

Results of the Mulliken charge analysis, in e, for atoms 1 through 5: number 1, O, carries -0.734; number 2, H, carries 0.495; number 3, H, carries 0.393; number 4, C, carries -0.630; number 5, O, carries -0.426



No. 9
Here is a cluster of 2 separate species, C3H9OPS2 in total in a non-equilibrium geometry from OMol25. Energies are from ωB97M-V with the def2-TZVPD basis set.

Cartesian coordinates (Å):
C (-1.023, 0.875, -0.385)
C (-0.889, -0.698, 1.720)
C (-0.417, -0.357, 0.284)
O (1.244, -0.161, -2.275)
P (1.433, -0.227, 0.615)
S (2.192, 1.533, 0.520)
S (2.235, -1.755, 1.272)
H (-1.867, 1.363, 0.025)
H (-0.272, 1.677, -0.471)
H (-1.267, 0.786, -1.441)
H (-1.836, -1.225, 1.790)
H (-1.006, 0.186, 2.231)
H (-0.248, -1.317, 2.248)
H (-0.458, -1.160, -0.432)
H (1.493, 0.783, -2.363)
H (0.684, -0.304, -3.339)

The energy above the lowest of the compared OMol25 structures with the same formula, charge and spin comes out at 273.91 kJ/mol. As for the multiplicity: 1. The calculation puts the LUMO energy at -0.41 eV. The value obtained for the HOMO-LUMO gap is 8.64 eV.

Results of the natural (NBO) charge analysis, in e, for atoms 1 through 5: number 1, C, carries -0.640; number 2, C, carries -0.618; number 3, C, carries -0.522; number 4, O, carries -0.949; number 5, P, carries 1.020